Entry 1:
Density functional theory data (the ωB97M-V functional and the def2-TZVPD basis) for an isolated ion of composition C2H5N2O and charge +1 at a distorted geometry.

Geometry as XYZ:
```
10
Properties=species:S:1:pos:R:3:forces:R:3:mulliken_charge:R:1
O 2.659438 -0.120508 0.088251 -2.9 0.8 -0.2 -0.223
N 1.569140 0.270558 -0.302711 3.7 -0.4 -1.2 -0.040
C 0.438390 0.047498 0.483897 -2.1 -0.8 0.4 0.137
C -0.628400 -0.755103 -0.191683 1.6 -3.3 -1.3 -0.355
N -0.745853 0.624830 -0.211522 0.3 3.3 -0.9 -0.150
H 0.374854 0.206296 1.495170 0.5 0.2 2.4 0.425
H -0.170354 -1.333366 -1.053322 -1.4 1.0 0.7 0.288
H -1.493430 -1.103534 0.331411 0.3 -1.3 0.4 0.295
H -0.500626 1.199248 -1.014609 -0.2 0.0 -0.3 0.308
H -1.503161 0.964077 0.375120 0.2 0.5 -0.2 0.316
```
Forces are in eV/Å.

Frontier orbital gap, eV: 9.08
Total charge: +1
SMILES: O=N[C@@H]1C[NH2+]1
M, g/mol: 73.075
LUMO level, eV: -5.780

=====

Entry 2:
Density functional theory data (the ωB97M-V functional and the def2-TZVPD basis) for a 2-piece molecular cluster, C2H5N2O2 overall at a distorted geometry.

Geometry as XYZ:
```
11
Properties=species:S:1:pos:R:3:forces:R:3:mulliken_charge:R:1
N -0.128253 0.524255 -0.768558 -0.3 -0.2 0.8 -0.496
C -1.469007 0.666197 -0.759519 0.4 0.7 -1.1 0.174
N -2.255974 0.771690 -1.785453 -0.8 1.2 1.1 -0.725
H 0.308170 0.184929 -1.610572 -0.1 0.1 -0.1 0.237
H 0.286092 0.059428 0.062547 0.4 0.3 -0.4 0.312
H -1.848526 0.888613 0.243762 -0.3 -1.1 0.1 0.302
H -1.856237 1.366419 -2.503219 0.6 -1.0 -0.7 0.189
O 0.743764 -1.569434 2.394726 -0.1 -0.2 0.1 -0.635
C 1.728651 -1.141464 1.780392 0.1 0.5 -0.1 0.038
O 1.812576 -0.756039 0.584359 0.0 -0.2 0.1 -0.715
H 2.678743 -0.994599 2.361540 0.0 -0.3 0.1 0.319
```
Forces are in eV/Å.

Frontier orbital gap, eV: 9.03
Total charge: -1
M, g/mol: 89.074
LUMO level, eV: 4.376

=====

Entry 3:
Density functional theory data (the ωB97M-V functional and the def2-TZVPD basis) for an isolated ion of composition C2H5N2O2 and charge +1 at a distorted geometry.

Geometry as XYZ:
```
11
Properties=species:S:1:pos:R:3:forces:R:3:mulliken_charge:R:1
O 2.424307 -0.827737 -0.178199 0.7 0.3 0.8 -0.324
N 1.360186 -0.375833 -0.106542 0.0 0.9 -1.6 0.612
C 0.106341 -0.939574 0.213844 -2.3 0.4 1.0 -0.338
C -1.002680 0.141890 0.020988 1.0 0.1 -0.4 -0.393
N -0.202074 1.388133 -0.035357 -0.3 -0.3 1.0 0.091
O 1.078724 1.254834 0.060915 -0.3 0.3 0.1 -0.211
H -0.033915 -1.289778 1.215417 0.8 -0.2 1.0 0.295
H 0.133666 -1.801919 -0.390669 -0.8 -1.0 -1.1 0.350
H -1.452409 0.193081 -0.953887 -0.5 -0.8 -0.5 0.290
H -1.810057 0.144957 0.783834 0.9 0.0 -0.2 0.316
H -0.602091 2.111946 -0.630345 0.8 0.3 -0.1 0.311
```
Forces are in eV/Å.

Frontier orbital gap (alpha / beta), eV: 7.55 / 9.82
Total charge: +1
SMILES: O=[N+]1CCNO1
M, g/mol: 89.074
LUMO level (alpha / beta), eV: -6.965 / -5.702

=====

Entry 4:
Density functional theory data (the ωB97M-V functional and the def2-TZVPD basis) for one molecule with the formula C2H5N3 at a distorted geometry.

Geometry as XYZ:
```
10
Properties=species:S:1:pos:R:3:forces:R:3:mulliken_charge:R:1
H -1.630487 -1.543304 -0.320553 -0.3 0.3 -0.3 0.278
N -2.248586 -0.749837 -0.078237 3.8 2.8 0.9 -0.526
C -1.483939 0.327426 0.084645 -2.7 0.8 -0.8 0.047
N -0.086905 0.672316 -0.286275 -4.8 -4.0 0.4 -0.101
N 0.609126 -0.411560 -0.057722 3.7 -3.1 -0.8 -0.331
C 1.907069 -0.394816 -0.015617 -1.6 0.9 1.2 -0.318
H -2.027307 1.259674 0.463076 0.7 -1.2 -0.7 0.267
H 0.266863 1.531746 -0.075646 1.0 3.0 0.9 0.276
H 2.462749 -1.401258 0.194196 -0.9 2.4 -0.5 0.251
H 2.231420 0.709610 0.092130 1.0 -2.0 -0.4 0.157
```
Forces are in eV/Å.

Frontier orbital gap, eV: 10.20
Total charge: 0
SMILES: [H]/N=C\NN=C
M, g/mol: 71.083
LUMO level, eV: 0.923

=====

Entry 5:
Density functional theory data (the ωB97M-V functional and the def2-TZVPD basis) for one molecule with the formula C2H5N3 at a distorted geometry.

Geometry as XYZ:
```
10
Properties=species:S:1:pos:R:3:forces:R:3:mulliken_charge:R:1
C -0.423546 0.646768 -1.081833 1.5 -0.5 2.9 -0.713
N -0.121258 -0.087186 0.334558 -2.0 1.6 -3.1 0.006
N 0.947413 0.408260 1.032101 -0.1 0.6 1.6 -0.536
C -0.537272 -1.354141 0.402128 1.2 1.8 0.1 0.341
N -0.848006 -2.449154 0.474774 -0.7 -1.8 0.1 -0.419
H -1.205218 0.107062 -1.539125 -0.5 -1.1 -0.7 0.325
H -0.866239 1.664342 -0.980543 1.1 -0.6 0.5 0.249
H 0.577719 0.550017 -1.552509 -1.0 0.6 -0.3 0.270
H 1.823902 -0.093088 0.887880 -0.4 0.0 0.4 0.232
H 0.652505 0.607120 2.022571 1.0 -0.5 -1.5 0.244
```
Forces are in eV/Å.

Frontier orbital gap, eV: 10.26
Total charge: 0
SMILES: CN(N)C#N
M, g/mol: 71.083
LUMO level, eV: 0.774

=====

Entry 6:
Density functional theory data (the ωB97M-V functional and the def2-TZVPD basis) for one molecule with the formula C2H5N3O at a distorted geometry.

Geometry as XYZ:
```
11
Properties=species:S:1:pos:R:3:forces:R:3:mulliken_charge:R:1
H -0.123078 -1.745013 0.128872 -0.1 0.5 1.5 0.330
N 0.181150 -1.222857 0.997491 0.0 -1.8 -1.1 -0.815
C 0.652904 -0.129251 0.573391 -0.3 -0.1 0.9 0.773
N 1.503241 0.677657 1.339591 -1.6 1.9 -4.1 -0.497
C 0.314166 0.448856 -0.758795 1.0 1.0 0.8 -0.341
N -0.776262 0.523042 -1.412984 0.0 -1.5 0.6 -0.362
O -1.810972 -0.337814 -0.966930 0.1 1.3 -1.7 -0.358
H 1.663356 0.536889 2.281968 0.0 -0.7 2.0 0.247
H 1.323268 1.661273 1.046551 0.7 -1.0 0.9 0.231
H 1.175246 1.047486 -1.026693 -0.4 0.5 -1.1 0.426
H -1.710345 -0.560650 -0.051501 0.5 -0.2 1.3 0.366
```
Forces are in eV/Å.

Frontier orbital gap, eV: 10.39
Total charge: 0
SMILES: [H]/N=C(N)\C=N/O
M, g/mol: 87.082
LUMO level, eV: 0.380

=====

Calculated values (kJ/mol) of ΔE to the lowest compared entry with this formula, charge and spin for the records, taken in order: 470.5; 85.9; 576.7; 253.6; 188.4; 324.5.